Entry from the Open Molecules 2025 dataset: a structure of composition C18H34BBrCl16GaN2O2 in a non-equilibrium geometry (the ωB97M-V functional and the def2-TZVPD basis).

ORCA input file:
```
! wB97M-V def2-TZVPD RIJCOSX def2/J DEFGRID3
* xyz -1 1
C 4.05436 0.43280 1.29878
C 2.44844 0.85580 1.49438
Br 1.42055 -0.85916 1.48471
C 2.01529 1.93712 0.34117
Ga 0.04150 1.83877 -0.26366
C -0.21886 0.19024 -1.48307
C 1.12432 -0.03046 -2.44863
C 1.07387 0.83056 -3.84294
C 0.07444 0.22787 -4.99632
O 0.09861 -1.23767 -5.13054
C -0.55510 3.52315 -1.38376
C -2.17681 3.76370 -1.36949
C -3.03964 2.59146 -2.17043
C -4.02017 1.70588 -1.20012
C -3.80044 0.06841 -1.32424
N -5.02710 -0.58197 -0.65029
B -1.21894 1.85253 1.42291
O -2.23504 0.75475 1.58669
N -1.19283 2.93644 2.48563
C -0.66831 4.25837 1.96576
C -0.23744 2.44189 3.55140
H 4.28034 -0.52983 1.96764
H 4.22086 0.07094 0.18223
H 4.77777 1.30285 1.62206
H 2.39649 1.31362 2.59309
H 2.75053 1.83174 -0.56679
H 2.19426 3.01733 0.81688
H -1.12828 0.24290 -2.21740
H -0.33358 -0.83331 -0.88531
H 1.15113 -1.17067 -2.73187
H 2.13060 0.18324 -1.85953
H 2.17286 0.79250 -4.30464
H 0.81170 1.96179 -3.69768
H -1.00549 0.65265 -4.82084
H 0.44613 0.67955 -6.03088
H -0.44924 -1.63397 -4.37154
H 0.04242 4.43506 -0.89826
H -0.21352 3.46877 -2.50164
H -2.38589 4.80485 -1.91369
H -2.64816 3.87353 -0.29631
H -2.32250 1.95608 -2.84209
H -3.75795 3.17979 -2.91993
H -3.96134 1.96425 -0.06022
H -5.15178 1.89898 -1.52750
H -2.86595 -0.32077 -0.71466
H -3.79056 -0.32060 -2.43972
H -4.64566 -1.31794 -0.00979
H -5.38863 0.19878 -0.02886
H -2.93938 1.20623 2.17352
H -0.54892 4.96279 2.92189
H 0.39837 4.20820 1.47709
H -1.40270 4.82681 1.24599
H 0.85216 2.72334 3.21215
H -0.32931 1.27831 3.68728
H -0.54478 2.97184 4.56030
C 0.41137 -5.07760 1.86437
Cl 1.79548 -4.80935 2.95382
Cl -0.59074 -3.60561 1.80371
Cl 1.00772 -5.45789 0.22911
Cl -0.56699 -6.43751 2.47092
C -3.18863 -8.10260 -0.41060
Cl -1.73834 -7.12178 -0.74114
Cl -3.90785 -8.63709 -1.95064
Cl -2.73414 -9.52685 0.55856
Cl -4.37421 -7.12464 0.49076
C 4.91136 -7.08720 -0.20290
Cl 3.58958 -8.09726 -0.84109
Cl 5.56434 -6.06791 -1.51033
Cl 4.28776 -6.04936 1.10413
Cl 6.20379 -8.13429 0.43559
C 3.71136 3.99137 5.11138
Cl 3.99144 2.30425 4.61156
Cl 2.96250 4.89207 3.76876
Cl 2.62602 4.01988 6.52402
Cl 5.26551 4.74926 5.54110
*
```

Its LUMO energy is 1.549 eV. For the HOMO energy, the calculation gives -0.16507 hartree.

Here are the Löwdin charges for atoms 1 to 5, given in e: -0.21 -0.74 0.62 -0.28 0.37